The following is a DFT calculation (ωB97M-V/def2-TZVPD) of a 2-piece molecular cluster, C30H27NO8 overall at a distorted geometry.

Geometry as XYZ:
```
66
Properties=species:S:1:pos:R:3:lowdin_charge:R:1
O 1.42 -6.11 -1.78 0.00
H 4.00 -2.17 0.71 0.12
C -3.02 0.28 -4.09 0.01
C 0.00 -6.42 -1.57 -0.11
C 2.83 -4.12 -1.54 0.02
C 5.37 -0.55 0.91 0.03
C 3.07 1.13 0.87 0.09
C -4.53 2.53 2.98 -0.17
H 6.83 3.49 0.73 0.13
H 3.70 -2.16 -1.53 0.12
O 6.64 1.50 1.27 0.01
C -4.05 3.53 2.11 0.02
O -6.08 1.82 4.52 0.04
C 4.80 3.06 1.52 -0.08
C 1.65 -4.84 -1.33 -0.19
C 4.31 1.67 1.18 -0.12
H -3.60 -0.65 -4.06 0.09
C 0.48 -4.21 -0.82 -0.13
H -0.34 2.85 0.73 0.12
C -1.43 2.42 -1.59 -0.47
C -1.42 0.08 -0.79 -0.48
H -0.36 -2.41 -0.09 0.10
H 4.47 3.37 2.52 0.13
C 0.52 -2.87 -0.51 0.07
O -6.27 3.86 3.73 0.05
C 5.46 0.83 1.14 -0.18
H -0.07 -7.36 -1.02 0.12
C 6.33 2.90 1.51 -0.11
C -2.67 0.73 -2.68 -0.52
H -0.28 1.10 1.29 0.11
H -3.62 1.06 -4.56 0.09
H -1.50 -4.84 -1.40 0.13
C -2.90 3.30 1.38 -0.01
H 4.48 3.80 0.78 0.13
C -2.21 2.08 1.49 -0.16
C -0.86 1.88 0.76 -0.13
O -1.50 3.62 -1.39 0.07
C 2.82 -2.76 -1.29 -0.03
H -2.53 4.05 0.68 0.11
H 6.28 -1.17 0.92 0.13
C 1.81 -0.75 -0.16 0.15
C -3.94 1.07 -1.91 0.03
H -4.57 4.48 2.04 0.12
C 2.97 -0.25 0.47 -0.16
H -2.11 0.12 -4.68 0.09
C -0.63 -5.21 -0.84 -0.08
H -0.95 -5.52 0.17 0.13
H -4.58 0.18 -1.83 0.10
C -3.92 1.27 3.01 0.01
H 3.73 -4.65 -1.85 0.12
C -2.77 1.04 2.26 -0.01
H 6.81 3.17 2.46 0.13
O -1.92 -0.31 -2.00 0.07
C 1.71 -2.10 -0.66 -0.16
H -0.45 -6.60 -2.56 0.13
C -1.00 1.43 -0.62 -0.14
H 2.16 1.73 0.91 0.13
H -3.71 1.43 -0.90 0.09
H -4.51 1.84 -2.45 0.10
N -5.68 2.76 3.78 -0.33
H -2.31 0.05 2.23 0.11
O -1.84 1.91 -2.81 0.05
C 4.12 -1.08 0.74 0.00
H -4.33 0.49 3.63 0.11
O -1.29 -0.72 0.15 -0.01
H 0.94 -0.09 -0.23 0.10
```

Values from the calculation:
- strongest force on any atom (eV/A) = 3.25
- spin multiplicity = 1
- Kohn-Sham gap (eV) = 4.4
- HOMO (eV) = -7.0
- total energy (eV) = -49413.349